[1]
C16H32O2P2Zr | wB97M-V/def2-TZVPD

Summary:
Electronic energy   -1508.2257 Ha
Charge   +2
LUMO level (spin up / spin down)   -7.64 / -7.64 eV
E_HOMO (spin up / spin down)   -13.003 / -13.095 eV
Spin multiplicity   1
HOMO-LUMO gap (spin up / spin down)   5.4 / 5.5 eV

Structure (XYZ):
```
53
Properties=species:S:1:pos:R:3:forces:R:3
P 1.410459 1.380395 -0.667478 0.4 2.3 -6.2
P -2.109591 -0.413886 -0.729799 2.9 1.8 -1.5
C -0.122066 1.599499 -1.732635 0.0 0.3 0.0
C -1.454262 1.295628 -1.053541 -0.4 0.5 0.3
H 0.012099 1.061246 -2.689914 -0.1 0.1 0.6
H -0.083354 2.668179 -1.997660 -0.4 -0.3 0.1
H -1.514134 1.842175 -0.099300 -0.1 0.0 -0.3
H -2.242975 1.680252 -1.717959 0.0 0.2 0.3
C -2.279376 -0.951191 -2.439014 -1.0 -0.4 -0.4
H -2.630993 -1.987488 -2.517182 0.1 0.2 -0.1
H -1.323497 -0.858581 -2.979308 -0.3 0.0 0.5
H -3.025364 -0.292670 -2.898252 0.1 -0.2 -0.3
C -3.790813 0.178920 -0.125094 -0.9 -0.3 -0.7
H -4.296971 0.298017 -1.096482 -0.5 -0.2 0.7
H -3.823393 1.155736 0.381284 0.3 -0.3 0.0
H -4.377642 -0.565986 0.475244 -0.4 0.5 -0.5
C 2.797701 1.696589 -1.887289 1.2 0.8 -0.4
H 3.775453 1.489166 -1.439115 -0.1 0.2 -0.5
H 2.790109 2.738100 -2.214841 0.1 -0.2 0.2
H 2.709937 1.064459 -2.779871 -0.2 0.1 0.5
C 1.510885 3.295590 -0.243362 -0.3 0.3 0.8
H 0.633594 3.643146 0.332003 0.3 -0.2 -0.1
H 1.571104 3.901220 -1.157956 -0.2 -0.4 0.2
H 2.407769 3.541157 0.355407 -0.3 -0.3 -0.3
Zr -2.457237 -1.415029 1.460588 0.9 -3.0 1.5
C 0.447721 -0.932949 -0.526607 -3.7 -2.3 2.6
C 1.544296 -0.405514 -1.377417 -1.3 -0.8 2.6
C 2.743456 -1.282104 -1.087062 0.4 0.4 -0.9
C 3.188019 -0.962941 0.344850 0.2 0.0 0.7
C 3.065076 0.494217 0.563922 0.8 -0.3 3.1
C 1.874829 1.068287 1.130776 2.7 -0.6 1.4
C 0.840854 0.297747 1.906698 -0.5 -0.2 0.2
C 0.074150 -0.694591 1.007732 1.3 -0.1 -1.6
C -2.178106 -0.871441 3.540007 0.2 0.6 -0.4
H 0.184871 -1.967241 -0.780100 0.1 0.0 0.4
H 1.305794 -0.389001 -2.443014 -0.1 0.2 0.3
H 3.560127 -1.130023 -1.808997 -0.1 0.0 0.2
H 2.443802 -2.334200 -1.129450 0.1 0.1 0.0
H 2.520045 -1.461881 1.058225 0.0 0.1 -0.3
H 4.186590 -1.355461 0.580523 0.0 0.5 -0.4
H 3.965770 1.108251 0.482366 -0.5 0.0 0.0
H 2.065231 2.032140 1.608484 -0.1 -0.2 -0.4
H 0.137384 1.046556 2.335429 0.4 -0.4 -0.4
H 1.253331 -0.198614 2.805064 0.3 0.2 -0.6
H -0.000005 -1.662906 1.548801 -0.2 0.2 -0.4
H -0.960489 -0.134328 1.132645 -0.2 0.2 -0.4
H -3.227686 -0.982784 3.883806 0.2 0.1 0.1
H -1.801383 0.122262 3.796616 -0.1 -0.1 0.2
H -1.563847 -1.647661 4.025864 -0.2 0.2 -0.1
O -1.324566 -3.402588 1.530118 -1.3 0.5 -0.1
C -2.436218 -3.999119 1.718322 0.0 0.2 0.0
O -3.520600 -3.317294 1.726926 0.5 0.1 -0.4
H -2.475889 -5.081464 1.887000 0.0 0.1 0.0
```
Forces are in eV/Å.

Atomic partial charges in e from the natural (NBO) method, atoms 1 to 4: 1.462, 0.906, -0.714, -0.682

[2]
C5H12O3 | wB97M-V/def2-TZVPD

Summary:
Electronic energy   -423.2157 Ha
Expectation value of S²   0.772
Charge   -1
LUMO level (spin up / spin down)   3.70 / 3.70 eV
E_HOMO (spin up / spin down)   -0.930 / -2.744 eV
Spin multiplicity   2
HOMO-LUMO gap (spin up / spin down)   4.6 / 6.4 eV

Structure (XYZ):
```
20
Properties=species:S:1:pos:R:3:forces:R:3
O -0.578515 1.072950 0.588147 -0.6 -2.8 1.6
C -0.897620 -0.292302 1.654538 0.5 2.3 -0.6
C -0.983525 -1.664862 1.034927 -0.5 0.6 -0.4
O 0.289944 -2.112654 0.627655 0.4 -0.4 -0.1
C 0.288759 -3.444160 0.189833 -0.1 0.2 0.0
H -1.855292 -0.061432 2.166609 0.4 0.0 -0.4
H -0.099697 -0.269750 2.426469 -0.3 0.0 -0.5
H -1.665577 -1.640768 0.157180 0.2 0.0 0.2
H -1.417149 -2.382751 1.761195 0.1 0.0 0.0
H 1.301531 -3.690416 -0.153475 -0.2 0.1 0.1
H 0.007117 -4.134356 1.005306 0.0 0.0 -0.1
H -0.417976 -3.593169 -0.646584 0.1 0.0 0.1
C 1.621624 2.680527 -1.841349 -0.1 -0.2 0.3
O 0.993581 3.160862 -0.676200 0.4 0.0 -0.1
C -0.310945 2.707000 -0.481253 -0.6 1.1 -0.7
H 2.650093 3.061405 -1.851539 -0.2 0.0 0.0
H 1.647031 1.578744 -1.856145 0.0 0.2 0.0
H 1.097569 3.036529 -2.745842 0.1 -0.1 0.1
H -0.854047 3.479105 0.087504 0.3 -0.6 0.1
H -0.816907 2.509498 -1.446977 0.2 -0.3 0.4
```
Forces are in eV/Å.

Atomic partial charges in e from the natural (NBO) method, atoms 1 to 4: -0.986, -0.178, -0.093, -0.534

[3]
C21H28N3O2Zr | wB97M-V/def2-TZVPD

Summary:
Electronic energy   -1178.5357 Ha
Charge   +1
LUMO level   -3.82 eV
E_HOMO   -11.566 eV
Spin multiplicity   1
HOMO-LUMO gap   7.7 eV

Structure (XYZ):
```
55
Properties=species:S:1:pos:R:3:forces:R:3
O 0.711498 0.001012 -3.176666 -0.1 0.7 -1.6
C 0.844498 1.223056 -3.986547 0.3 0.6 0.4
C 0.608700 0.537273 -5.323845 0.0 -0.7 0.7
H 1.860135 1.608962 -3.864873 -0.2 0.2 0.0
H 0.086792 1.979552 -3.748052 0.3 -0.1 0.2
C 0.582160 -0.733253 -4.438176 0.0 -0.7 -0.9
H 1.442270 0.543933 -6.028770 -0.3 0.2 0.0
H -0.357666 0.739181 -5.794389 0.3 0.1 0.0
C 1.812144 -1.590603 -4.649572 -0.1 -0.1 0.0
H 2.722641 -0.987552 -4.534409 -0.2 -0.2 0.1
H 1.799367 -1.981929 -5.673902 0.0 -0.1 0.2
H 1.812372 -2.413241 -3.924038 0.2 0.1 -0.2
C -0.717299 -1.505213 -4.545952 0.2 -0.2 0.2
H -1.591124 -0.861163 -4.387780 0.2 -0.1 0.1
H -0.714614 -2.321816 -3.813644 -0.2 0.1 -0.2
H -0.799859 -1.921572 -5.559647 0.0 0.0 0.3
Zr 0.102792 -0.482031 2.072738 -2.3 2.1 1.0
C -1.797244 -0.899171 3.528364 -0.7 0.4 0.1
C -1.990309 0.498111 3.777108 -0.3 -0.7 -0.5
C -2.371797 1.123256 2.571875 0.4 -0.7 -0.1
H -1.983590 0.972391 4.757348 0.5 -0.1 -0.3
C -2.448269 0.128707 1.565062 -0.7 -0.9 0.9
C -2.147247 -1.147709 2.154386 -0.6 0.5 -0.4
H -2.284954 -2.113729 1.663495 -0.1 0.4 0.3
H -1.632946 -1.649893 4.295331 0.0 0.2 -0.2
H -2.621667 2.168216 2.429655 0.2 -0.1 0.1
H -2.919382 0.264292 0.595617 0.3 0.0 0.4
C 1.079969 -2.247550 3.462071 0.4 -0.8 -0.8
C 0.159153 -2.906510 2.582756 0.9 -0.1 0.2
C 0.579685 -2.697848 1.245261 1.0 -0.1 0.0
H -0.665502 -3.535815 2.911664 0.1 0.4 -0.2
C 1.796432 -1.917421 1.278575 0.2 -0.8 0.6
C 2.105665 -1.657713 2.665689 0.0 -1.1 -0.8
H 3.011316 -1.178903 3.025176 -0.4 0.1 0.0
H 1.061415 -2.296961 4.549766 -0.1 0.3 -0.4
H 0.132473 -3.127297 0.345083 0.1 0.3 0.4
H 2.432881 -1.676132 0.420405 -0.4 0.0 0.4
O 0.036595 0.749426 0.247985 -0.1 0.7 0.2
C -0.894323 0.689818 -0.902004 0.5 -0.4 -0.7
C -1.357577 2.119259 -1.145431 -0.3 -0.3 0.7
H -1.729072 0.017114 -0.676409 0.6 0.2 0.0
H -0.311503 0.251379 -1.729235 -0.4 0.4 0.4
C -0.241247 3.009594 -0.576950 0.4 0.2 -0.1
H -2.298799 2.273718 -0.589603 0.3 0.1 -0.4
H -1.509136 2.314643 -2.214572 -0.1 -0.1 0.4
C 0.647897 2.133243 0.325439 -0.2 -0.9 -0.1
H -0.639987 3.881125 -0.031879 0.3 -0.4 -0.3
H 0.365331 3.335758 -1.429361 -0.1 0.3 0.4
H 0.669705 2.434805 1.397905 0.0 -0.3 -0.8
H 1.665403 1.968811 -0.072803 -0.4 0.5 0.3
N 0.835560 0.708128 3.619710 0.7 0.6 0.5
C 1.122026 1.201823 4.664270 0.5 0.8 0.3
N 1.499554 1.887193 5.649073 -0.5 -0.9 -1.0
C 1.279874 1.613433 6.928667 -0.1 -0.1 2.6
N 1.158832 1.473805 8.088012 0.1 0.2 -2.4
```
Forces are in eV/Å.

Atomic partial charges in e from the natural (NBO) method, atoms 1 to 4: -0.583, -0.065, -0.465, 0.190

[4]
C25H37BrF4N4O5 | wB97M-V/def2-TZVPD

Summary:
Electronic energy   -4543.3852 Ha
Charge   0
LUMO level   -0.44 eV
E_HOMO   -10.084 eV
Spin multiplicity   1
HOMO-LUMO gap   9.6 eV
SMILES   CC(=O)OCC[C@]1(F)OC(=O)[C@H](N)[C@]1(CCC(F)(F)F)CC(=O)Br.CCCC#N.CCCC#N.CCCC#N

Structure (XYZ):
```
76
Properties=species:S:1:pos:R:3:forces:R:3
C -1.971943 0.548956 -7.090040 -0.2 1.2 0.2
C -0.419610 0.278090 -7.340011 1.0 -1.8 -3.8
O -0.089429 -0.200588 -8.464996 -1.2 1.8 4.6
O 0.632990 0.490381 -6.404042 -2.2 0.9 -0.5
C 0.667135 1.857049 -5.916505 0.3 1.8 -0.3
C 1.482663 2.052195 -4.547569 0.0 -0.8 -1.3
C 0.935367 1.204331 -3.302817 1.3 -0.7 0.6
F 2.132832 0.467794 -2.908072 -2.2 1.5 0.2
O 0.013112 0.105032 -3.535612 -1.4 1.9 -0.9
C -1.323245 0.609292 -3.552380 -0.8 -1.1 -0.9
O -2.280045 -0.026941 -4.032468 3.7 2.6 2.0
C -1.296357 2.056367 -2.799579 -1.9 -1.6 -0.1
N -1.618510 3.160805 -3.747148 1.0 -0.3 -0.2
C 0.144931 1.987533 -2.110268 0.7 0.6 0.3
C 0.276793 1.142106 -0.735300 -0.2 0.0 0.9
C -1.087653 0.973642 0.089744 0.0 0.3 0.2
C -1.908539 -0.362860 -0.205374 -0.2 -0.2 0.7
F -3.213585 -0.036650 -0.693771 2.9 -1.3 1.0
F -1.287506 -1.276311 -1.087607 -1.7 2.1 1.9
F -2.054892 -1.063862 1.047569 -0.1 1.2 -2.9
C 0.746290 3.421143 -1.708319 0.3 1.7 -0.9
C -0.126018 4.222195 -0.619750 0.3 -1.8 4.9
O -0.153284 3.940457 0.609675 0.3 1.2 -5.9
Br -1.243605 5.821764 -1.121377 0.8 -1.0 -0.2
H -2.550336 -0.348051 -6.686348 1.2 1.1 -0.6
H -2.428367 0.858635 -8.102813 0.9 -0.7 1.5
H -2.188449 1.426346 -6.373058 0.5 -1.5 -1.0
H 1.241583 2.468923 -6.718046 -0.8 -0.9 1.3
H -0.369066 2.354101 -5.850335 1.5 -1.1 0.1
H 2.563252 1.701356 -4.769637 -1.8 0.4 0.6
H 1.559079 3.179022 -4.367054 -0.4 -1.7 0.0
H -2.243994 1.984886 -2.163367 1.8 -0.2 0.1
H -1.390689 4.090842 -3.374624 -0.5 -0.7 -0.1
H -2.596617 3.101545 -4.072132 0.9 0.1 0.6
H 0.984594 1.757141 -0.058454 -1.2 -1.2 -1.1
H 0.770776 0.121482 -0.852478 -0.7 1.5 -0.2
H -1.784761 1.877229 -0.075865 1.0 -1.6 0.2
H -0.854981 0.982508 1.221357 -0.3 -0.2 -1.9
H 0.864824 4.147804 -2.602748 -0.4 -1.3 1.3
H 1.810049 3.344905 -1.256514 -1.9 -0.2 -0.6
C -1.954116 -2.089986 6.612534 0.0 -0.1 0.1
C -2.744416 -1.111175 5.751987 0.0 -0.1 0.4
C -2.096345 -0.867708 4.387303 0.6 0.4 0.3
C -0.722498 -0.285399 4.569674 2.7 1.1 0.0
N 0.358643 0.173580 4.714040 -3.6 -1.5 -0.5
H -0.955812 -1.709198 6.844133 -0.1 0.0 -0.1
H -2.464864 -2.258890 7.563890 0.0 0.0 -0.1
H -1.846541 -3.054803 6.107527 0.0 0.1 0.1
H -2.844007 -0.163398 6.291263 0.0 0.0 -0.2
H -3.754630 -1.503261 5.602609 0.1 0.1 -0.1
H -2.703419 -0.172558 3.801647 0.2 0.0 0.0
H -2.017432 -1.803726 3.827227 0.1 0.1 0.0
C -1.949140 -5.532080 0.100661 -0.1 0.0 -0.1
C -0.691138 -4.821175 0.588188 -0.2 0.1 -0.3
C -0.152715 -5.396191 1.900841 -0.7 0.3 0.4
C -1.185181 -5.253665 2.983129 -1.8 0.2 2.2
N -1.998799 -5.138587 3.834018 2.7 -0.3 -2.8
H -2.774568 -5.421918 0.808830 0.1 0.0 0.0
H -2.279738 -5.108407 -0.850837 0.0 -0.1 0.1
H -1.763255 -6.600228 -0.048495 0.0 0.1 0.0
H -0.911537 -3.755997 0.712792 0.1 -0.1 0.0
H 0.083206 -4.901544 -0.180329 0.0 0.0 0.2
H 0.753713 -4.863865 2.200522 -0.1 -0.1 0.1
H 0.098621 -6.453855 1.783037 -0.1 0.1 0.1
C 5.263599 -0.016050 4.424388 0.1 -0.1 0.1
C 5.300309 1.499717 4.259857 0.3 -0.3 0.1
C 3.973667 2.076247 3.759909 0.1 -0.4 -0.7
C 3.638244 1.496273 2.415642 -0.9 -0.9 -2.5
N 3.372655 1.039545 1.357601 0.9 1.5 3.4
H 5.085294 -0.520754 3.471330 -0.1 0.1 0.1
H 6.219698 -0.379294 4.809627 -0.1 0.0 0.0
H 4.478316 -0.315472 5.125030 0.1 0.0 -0.1
H 6.104206 1.761685 3.564222 -0.1 0.1 0.1
H 5.547023 1.956196 5.222959 -0.1 0.1 -0.1
H 4.045606 3.163332 3.671238 -0.1 -0.1 -0.1
H 3.165922 1.845873 4.460335 0.0 -0.1 -0.2
```
Forces are in eV/Å.

Atomic partial charges in e from the Mulliken method, atoms 1 to 4: -0.586, 0.575, -0.577, -0.234

The highest electronic energy belongs to which entry? C5H12O3

The lowest charge belongs to which entry? C5H12O3

What is the formula in the first record? C16H32O2P2Zr

Among the records above, which one has the highest spin multiplicity? C5H12O3